{
  "formula": "C30H22F4InO4",
  "method": "ωB97M-V with the def2-TZVPD basis set",
  "species": ["H", "C", "C", "C", "O", "C", "C", "C", "C", "H", "H", "In", "H", "F", "H", "H", "H", "H", "O", "C", "F", "C", "C", "C", "C", "C", "O", "C", "C", "C", "C", "H", "H", "C", "C", "F", "H", "C", "C", "C", "C", "H", "C", "H", "H", "C", "H", "H", "H", "H", "O", "C", "H", "H", "C", "F", "C", "H", "C", "C", "H"],
  "xyz": [[2.201, -5.413, 0.784], [5.311, 2.618, -2.863], [4.718, -2.233, 0.451], [5.683, -1.819, 1.525], [2.580, 0.701, 0.529], [5.368, -0.746, 2.368], [4.012, 2.884, -2.451], [-4.063, -0.217, 2.477], [-5.887, 3.259, 0.513], [1.206, -1.785, 2.875], [-3.756, -0.294, -0.885], [0.128, 1.974, 0.312], [-7.496, 3.547, -0.882], [-0.354, -0.867, 0.890], [6.142, 3.289, -2.706], [-0.525, -2.686, -0.965], [2.531, -0.086, -2.960], [-6.539, 3.349, 1.371], [6.675, -2.497, 1.750], [-4.196, -0.511, 0.080], [1.782, 2.112, -2.102], [-3.601, 0.039, 1.221], [-4.289, 3.228, -1.726], [-5.291, -1.329, 0.230], [0.245, -2.078, 0.931], [3.333, 0.638, -3.030], [4.852, -3.278, -0.149], [-6.425, 3.480, -0.735], [3.359, -0.147, 0.895], [-5.823, -1.558, 1.511], [3.607, -1.395, 0.204], [-3.688, 0.310, 3.346], [6.516, 1.296, -3.967], [-5.176, -1.059, 2.617], [1.668, -4.481, 0.909], [-2.426, 0.705, 1.049], [-6.519, -2.371, 1.674], [1.735, -3.621, 1.990], [3.086, 1.878, -2.465], [-5.635, 3.424, -1.887], [-3.736, 3.058, -0.469], [6.042, -0.524, 3.188], [0.814, -4.156, -0.150], [-5.789, -1.832, -0.587], [0.655, -4.773, -1.022], [4.577, 0.409, -3.606], [-6.081, 3.553, -2.862], [3.822, 3.852, -1.999], [-5.635, -1.192, 3.588], [-4.072, 3.020, 1.669], [3.951, 0.953, 2.996], [0.113, -2.957, -0.132], [4.896, -0.527, -4.037], [-3.634, 3.180, -2.590], [1.043, -2.416, 2.011], [-2.377, 3.035, -0.368], [4.197, 0.093, 2.189], [2.329, -3.893, 2.854], [-4.499, 3.125, 0.683], [5.505, 1.468, -3.614], [2.832, -1.738, -0.472]],
  "total_charge": 1
}


{
  "formula": "C30H23ClN2O3ScTe",
  "method": "ωB97M-V with the def2-TZVPD basis set",
  "species": ["N", "C", "C", "C", "Cl", "C", "H", "C", "H", "C", "C", "H", "H", "C", "C", "H", "C", "H", "C", "C", "H", "C", "C", "C", "Sc", "O", "H", "H", "C", "C", "C", "H", "H", "C", "O", "H", "C", "C", "C", "H", "H", "H", "C", "H", "C", "O", "H", "C", "Te", "C", "H", "C", "N", "C", "H", "H", "H", "H", "H", "C", "C"],
  "xyz": [[0.804, 2.070, -0.263], [-2.801, -0.220, 0.189], [-3.539, 0.400, -0.844], [-1.197, -1.697, -4.581], [6.013, -3.248, 4.627], [3.577, -1.555, 0.853], [1.662, -2.699, 0.774], [4.217, -1.631, 3.433], [0.878, 2.703, -2.178], [-0.849, -1.405, -3.270], [0.396, 2.824, -1.252], [-0.479, -1.409, -5.285], [-4.299, 1.189, 2.952], [-0.873, 2.244, 3.492], [-2.811, -2.541, -2.435], [-2.612, -0.467, 2.381], [0.221, 2.071, 0.948], [4.975, -2.883, -0.261], [-0.838, 2.962, 1.179], [5.344, -3.082, 1.845], [-2.123, 4.490, 0.166], [-4.853, 1.640, 0.909], [-2.330, -2.429, -4.789], [4.729, -2.571, 0.767], [2.107, -0.008, -0.517], [1.439, 1.204, -4.510], [2.498, 0.305, 3.546], [0.009, -0.814, -3.049], [-0.677, 3.725, -1.126], [-3.159, -2.757, -3.763], [-1.409, 3.038, 2.486], [4.088, -1.280, 4.425], [-4.072, -3.319, -3.923], [-3.104, 0.024, 1.493], [1.795, 0.460, -2.468], [-3.467, -2.913, -1.594], [2.316, -2.099, 0.179], [0.729, 1.233, 1.981], [3.432, -1.105, 2.303], [-2.163, 3.757, 2.697], [-0.921, 4.383, -1.920], [-5.598, 2.387, 1.163], [-1.296, 3.740, 0.117], [3.301, 0.850, -3.841], [-4.540, 1.279, -0.446], [3.939, -0.376, 0.074], [2.633, -2.576, -0.734], [-1.634, -1.841, -2.180], [-1.039, -1.407, -0.170], [0.201, 1.394, 3.288], [-1.364, 2.339, 4.451], [5.043, -2.618, 3.203], [1.757, 0.487, 1.564], [2.598, -0.116, 2.531], [-5.157, 1.851, -1.143], [0.503, 0.745, 4.123], [-3.434, 0.190, -1.853], [6.070, -3.839, 1.689], [-2.672, -2.859, -5.709], [-4.141, 0.964, 1.895], [2.176, 0.818, -3.617]],
  "total_charge": -1
}


Result set for DFT total energy: -2046.5415; -2981.2880 hartree, one per record in the order listed.
Result set for gap between HOMO and LUMO: 4.42; 6.17 eV, one per record in the order listed.
Result set for energy above the lowest of the compared OMol25 structures with the same formula, charge and spin: 1.94; 0.00 kcal per mole, one per record in the order listed.